(1)
# C7H10O3S

A cluster of 2 separate species, C7H10O3S in total (ωB97M-V/def2-TZVPD, OMol25).

```
21
Properties=species:S:1:pos:R:3:mulliken_charge:R:1
C -1.23964 -1.14252 -1.68456 -0.098
C -0.26929 -1.63812 -1.14032 -0.435
C -3.17736 2.39562 1.75241 -0.919
C -1.84196 2.45768 1.57227 0.170
C 1.41971 -1.40428 0.59518 -1.385
C 1.97995 -2.56096 -1.62932 -1.070
C 1.01573 -1.87840 -0.58116 0.732
O 0.87097 2.76289 -0.46108 -0.504
O 1.04536 2.32108 1.80055 -0.679
O -1.11756 1.72200 0.69017 -0.291
S 0.56876 1.58826 0.64098 0.887
H -1.97831 -0.81185 -2.34602 0.435
H -3.67381 2.97628 2.43522 0.291
H -3.80336 1.85404 1.15856 0.293
H -1.09280 3.12214 1.98776 0.349
H 1.19139 3.58729 0.00187 0.366
H 2.43251 -1.48562 0.91420 0.312
H 0.61567 -1.05971 1.13614 0.623
H 2.98672 -2.28561 -1.20707 0.278
H 1.78972 -2.05924 -2.63736 0.301
H 1.66610 -3.57836 -1.45172 0.342
```

As for the energy above the lowest of the compared OMol25 structures with the same formula, charge and spin: 387.0 kJ/mol. As for the LUMO energy: 0.6 eV. The largest force on an atom is 0.0754 Eh/bohr. The value obtained for the calculated total energy is -896.44152 Ha. Its total charge is 0. Its HOMO-LUMO gap is 9.84 eV.

(2)
# C21H23N4O3RuS

A structure of composition C21H23N4O3RuS (ωB97M-V/def2-TZVPD, OMol25).

```
53
Properties=species:S:1:pos:R:3:mulliken_charge:R:1
Ru -0.97778 0.62293 -0.53112 0.506
C 1.86066 3.74396 0.43633 -1.700
C 0.80156 3.85559 -0.65295 0.554
C 0.52747 5.32863 -0.98861 -1.448
C -0.50807 3.17665 -0.30597 0.828
C -1.53009 3.09475 -1.27627 -0.490
C -2.78167 2.56626 -0.98083 -0.825
C -3.06099 2.02297 0.28539 1.181
C -4.41295 1.44859 0.59492 -1.483
C -2.02660 2.03915 1.23855 -1.035
C -0.78195 2.62781 0.95449 -0.622
H 2.77895 4.21722 0.09238 0.450
H 2.09270 2.70839 0.68498 0.286
H 1.55012 4.26716 1.34376 0.417
H 1.18154 3.36741 -1.55755 0.334
H 0.11987 5.84994 -0.12056 0.395
H -0.17364 5.44511 -1.81455 0.379
H 1.45804 5.81915 -1.27019 0.416
H -1.34579 3.47473 -2.27351 0.519
H -3.54088 2.53711 -1.75238 0.437
H -4.58254 0.51763 0.05127 0.277
H -5.19438 2.14377 0.28904 0.392
H -4.52594 1.25082 1.65878 0.403
H -2.21377 1.64575 2.22976 0.411
H -0.01952 2.64256 1.72053 0.373
N 2.47920 -4.52758 4.47730 -0.326
C 2.24850 -3.73829 3.44042 1.218
C 3.06265 -3.84717 2.27243 -0.648
C 2.83063 -3.01969 1.21100 -0.500
C 1.79509 -2.07412 1.28549 -0.211
C 0.97625 -1.95957 2.42877 -0.375
C 1.19044 -2.77536 3.49569 -0.821
S 1.54212 -1.00170 -0.11406 1.759
O 2.66335 -1.18560 -0.96950 -0.652
O 1.25946 0.32164 0.46457 -0.533
N 0.12233 -1.37907 -0.70855 -0.504
C -0.04163 -2.23679 -1.77585 0.377
N -0.98127 -1.85747 -2.64473 -0.075
C -1.26050 -2.61069 -3.70438 0.140
C -0.56270 -3.77811 -3.91379 -0.791
C 0.39920 -4.10430 -2.96128 -0.121
N 0.65827 -3.35472 -1.89073 -0.492
H 3.22462 -5.21146 4.46342 0.255
H 1.92230 -4.47219 5.31976 0.255
H 3.85856 -4.58078 2.24864 0.357
H 3.43380 -3.07047 0.31522 0.554
H 0.19445 -1.21334 2.45416 0.457
H 0.58551 -2.70665 4.39062 0.352
H -2.03977 -2.23813 -4.36156 0.448
H -0.75439 -4.40497 -4.77073 0.411
H 0.98988 -5.00730 -3.05688 0.439
O -2.66652 -0.10949 -3.11369 -0.335
C -1.82415 -0.27064 -2.33743 0.409
```

As for the energy above the lowest of the compared OMol25 structures with the same formula, charge and spin: 86.4 kJ/mol. As for the LUMO energy (alpha / beta): -5.6 / -9.3 eV. The largest force on an atom is 0.0123 Eh/bohr. The value obtained for the calculated total energy is -1751.21113 Ha. Its total charge is +2. Its HOMO-LUMO gap (alpha / beta) is 8.00 / 5.78 eV. As for the spin multiplicity: 6.

(3)
# C25H46Br12N4O

A cluster of 7 separate species, C25H46Br12N4O in total (ωB97M-V/def2-TZVPD, OMol25).

```
88
Properties=species:S:1:pos:R:3:mulliken_charge:R:1
C 2.37717 -1.55867 -3.98187 -1.323
C 2.06144 -1.48873 -2.48850 0.306
O 1.48936 -2.74020 -2.09603 -0.391
C 1.73993 -3.09725 -0.75006 -0.949
C 3.04630 -3.86631 -0.65339 -0.992
C 3.32807 -4.54908 0.71103 2.207
C 3.81804 -3.47283 1.59450 -0.576
N 4.19092 -2.62591 2.27670 -0.615
C 2.11391 -5.19006 1.41825 -1.268
C 1.67415 -6.58940 0.93902 -1.141
C 1.52630 -6.84318 -0.55829 -0.461
N 0.32109 -6.22693 -1.12370 -0.663
C 4.48161 -5.59650 0.56777 0.136
C 4.94213 -5.99686 1.90799 -0.060
N 5.32041 -6.27327 2.95753 -0.596
C 5.69918 -5.09131 -0.22492 -0.632
C 6.70570 -6.19270 -0.42745 -0.192
N 7.16695 -6.43874 -1.58318 -0.631
H 1.72293 -2.30921 -4.42104 0.303
H 3.39673 -1.91282 -4.12473 0.313
H 2.23254 -0.59850 -4.46714 0.355
H 1.33512 -0.69919 -2.30310 0.015
H 2.97943 -1.30739 -1.92791 0.309
H 1.75702 -2.21138 -0.10639 0.318
H 0.89175 -3.69870 -0.43200 0.138
H 3.11153 -4.57311 -1.47983 0.298
H 3.84946 -3.14620 -0.82217 0.754
H 1.25836 -4.52099 1.42247 0.672
H 2.40528 -5.29977 2.46416 0.500
H 0.67996 -6.76240 1.35974 0.575
H 2.30631 -7.35648 1.38733 0.339
H 2.40520 -6.54320 -1.12675 0.207
H 1.44577 -7.92627 -0.68839 0.398
H -0.19905 -5.70938 -0.43174 0.305
H 0.52191 -5.63145 -1.91295 0.304
H 4.10275 -6.50468 0.10426 0.314
H 5.42244 -4.75460 -1.21905 0.200
H 6.20050 -4.29116 0.32401 0.474
H 7.01962 -6.75667 0.45487 0.471
H 7.84217 -7.20026 -1.54022 0.276
Br 1.21758 2.42584 -1.97285 -0.136
C -0.02252 2.51712 -0.47608 -0.168
C -0.51092 1.15142 -0.07554 -0.436
Br -1.80956 0.47521 -1.35231 -0.117
H -0.82584 3.17395 -0.78605 0.001
H 0.53459 2.97880 0.33600 0.238
H -1.02963 1.19917 0.87920 0.453
H 0.28807 0.41888 -0.02022 0.200
Br -0.89639 5.82557 0.51137 -0.119
C 0.57571 7.08562 0.35906 -0.314
C 1.85532 6.38030 -0.00214 -0.529
Br 2.58004 5.38731 1.50870 -0.164
H 0.63582 7.60709 1.30860 0.050
H 0.29167 7.78467 -0.42425 0.416
H 2.62282 7.09859 -0.28061 0.388
H 1.72162 5.66048 -0.80421 0.260
Br -5.81643 1.65348 -2.98080 -0.147
C -4.82133 2.40294 -4.47853 -0.642
C -3.35151 2.49647 -4.17266 -0.365
Br -2.95586 3.95663 -2.95475 -0.114
H -5.26845 3.36651 -4.69586 0.359
H -4.99428 1.72895 -5.31420 0.393
H -2.78800 2.70832 -5.07845 0.371
H -2.96488 1.59536 -3.70935 0.129
Br -8.00505 3.22434 -6.35766 -0.140
C -8.94233 1.89188 -5.29140 -0.381
C -9.79300 0.99023 -6.14397 -0.630
Br -11.40885 1.87940 -6.76153 -0.140
H -9.52397 2.43830 -4.55673 0.393
H -8.16645 1.32178 -4.78604 0.139
H -10.13116 0.13419 -5.56489 0.363
H -9.26980 0.64603 -7.02975 0.382
Br -2.08716 5.81239 4.40219 -0.120
C -0.14449 5.85220 4.44469 -0.044
C 0.37959 7.10116 5.09924 -0.582
Br 0.19916 8.66775 3.95821 -0.165
H 0.18734 5.74299 3.41645 -0.135
H 0.15389 4.97691 5.01863 0.297
H 1.44404 7.00472 5.29937 0.368
H -0.14393 7.33480 6.02027 0.389
Br -1.25053 2.73076 7.27676 -0.144
C -3.05715 3.21143 7.81029 -0.574
C -3.16038 4.66495 8.18581 -0.325
Br -2.36661 5.02657 9.92452 -0.127
H -3.32680 2.54835 8.62530 0.402
H -3.68334 3.00271 6.94590 0.337
H -4.20338 4.96087 8.27026 0.350
H -2.65764 5.30835 7.47121 0.080
```

As for the LUMO energy: 0.2 eV. The largest force on an atom is 0.0122 Eh/bohr. As for the SMILES: [H]/N=C/C[C@@H](C#N)[C@](C#N)(CCCN)CCOCC.BrCCBr.BrCCBr.BrCCBr.BrCCBr.BrCCBr.BrCCBr. The value obtained for the calculated total energy is -32162.58244 Ha. Its total charge is 0. Its HOMO-LUMO gap is 9.69 eV.

(4)
# Br2H2O2P

A cluster of 2 separate species, Br2H2O2P in total (ωB97M-V/def2-TZVPD, OMol25).

```
7
Properties=species:S:1:pos:R:3:mulliken_charge:R:1
O 0.91554 -0.24804 0.06654 -0.314
O -1.05366 1.02182 -0.76909 -0.300
P 0.33740 0.46324 -1.14633 0.680
Br -1.00230 -3.67682 -3.94805 -0.004
Br -0.27351 -2.30937 -2.31167 0.127
H 1.63279 -0.90959 -0.02852 0.425
H -1.57505 0.41728 -0.26075 0.387
```

As for the energy above the lowest of the compared OMol25 structures with the same formula, charge and spin: 192.0 kJ/mol. As for the LUMO energy: -6.8 eV. The largest force on an atom is 0.0572 Eh/bohr. The value obtained for the calculated total energy is -5640.78472 Ha. Its total charge is +1. Its HOMO-LUMO gap is 7.43 eV.

(5)
# C41H58AgO9P2

A structure of composition C41H58AgO9P2 (ωB97M-V/def2-TZVPD, OMol25).

```
111
Properties=species:S:1:pos:R:3:mulliken_charge:R:1
Ag -1.10540 -0.65480 -1.58633 0.785
C 0.88604 0.20088 5.22507 -1.334
C 0.02336 -0.94260 4.72292 0.975
C -1.15094 -1.21861 5.63944 -1.417
O -0.51204 -0.58379 3.43549 -0.233
P -0.06459 -1.29527 2.07650 -1.453
O -0.91793 -0.86844 0.96946 0.946
C 1.67454 -0.84971 1.92359 0.742
P 2.52073 -1.46326 0.44668 0.395
O 1.82891 -1.13157 -0.79293 -0.945
O 4.01398 -0.91784 0.60472 -0.339
C 4.49728 0.42353 0.32412 0.416
C 4.66505 1.15806 1.64231 -1.115
C 3.64781 1.19557 -0.66580 -1.183
O 2.75275 -3.00859 0.69180 -0.054
C 3.64961 -3.51017 1.71208 1.085
C 4.91671 -3.99249 1.03610 -1.574
C 2.92523 -4.60625 2.46311 -1.360
O -0.04450 -2.84366 2.37832 0.173
C -1.09107 -3.71409 1.76362 3.487
C -0.40444 -4.66343 0.81722 -1.375
C -1.83263 -4.39684 2.88617 -1.598
H 1.29200 -0.03495 6.21049 0.463
H 0.28269 1.10678 5.30463 0.278
H 1.71780 0.40284 4.54926 0.180
H 0.61894 -1.85497 4.61543 0.148
H -1.75979 -0.31866 5.74088 0.321
H -0.80094 -1.52011 6.62842 0.398
H -1.77537 -2.01132 5.23076 0.238
H 2.22772 -1.14829 2.81847 0.593
H 1.68923 0.24424 1.87282 -0.782
H 5.48254 0.24423 -0.11109 0.334
H 3.69638 1.43003 2.06624 0.028
H 5.22681 2.07992 1.48169 0.446
H 5.21033 0.54295 2.35939 0.350
H 2.66697 1.44533 -0.25610 -0.017
H 3.48861 0.63470 -1.58422 0.380
H 4.16120 2.13098 -0.89740 0.582
H 3.89146 -2.69281 2.39789 0.206
H 4.67424 -4.77769 0.31854 0.337
H 5.60704 -4.39877 1.77801 0.398
H 5.40503 -3.17370 0.51031 0.308
H 2.67220 -5.41995 1.78221 0.306
H 2.00282 -4.22518 2.89960 0.134
H 3.56472 -5.00007 3.25550 0.473
H -1.74868 -3.07314 1.19127 -2.448
H 0.33004 -5.27700 1.34278 0.278
H 0.05462 -4.10707 0.00285 0.222
H -1.16537 -5.30263 0.36824 0.492
H -1.16937 -5.06401 3.44571 0.315
H -2.64808 -4.98135 2.46020 0.411
H -2.26161 -3.66613 3.57330 0.248
C -6.21438 2.10419 -2.07227 -1.503
C -5.50648 0.83441 -1.68036 0.672
C -5.04159 -0.04891 -2.64329 -0.779
C -4.32278 -1.18962 -2.30063 1.322
C -3.83011 -2.11843 -3.37943 -1.575
C -4.07407 -1.45953 -0.95155 0.986
C -4.56889 -0.60345 0.03537 0.728
C -4.34579 -0.89529 1.49589 -1.263
C -5.26959 0.53470 -0.34524 -1.178
C -3.25398 -2.68656 -0.56966 -0.078
O -3.79939 -3.56574 0.12117 -0.783
O -2.04788 -2.69205 -0.95847 -0.813
H -6.72677 1.99397 -3.02937 0.378
H -5.50570 2.93072 -2.17314 0.238
H -6.95263 2.39538 -1.32250 0.380
H -5.22403 0.15896 -3.69361 0.285
H -4.26593 -1.84913 -4.34286 0.456
H -4.09219 -3.15348 -3.15120 0.322
H -2.74454 -2.06779 -3.47161 0.238
H -4.79972 -1.84793 1.76982 0.332
H -4.76465 -0.09888 2.11409 0.408
H -3.27659 -0.96110 1.70398 -0.074
H -5.63240 1.20975 0.42512 0.246
C -0.68024 0.44690 -3.35182 -1.077
C -0.41742 0.97784 -4.42310 0.135
C -0.25654 1.54074 -5.73147 0.423
C -0.16713 0.70264 -6.85256 -0.391
C -0.01557 1.22137 -8.12773 -0.442
C 0.05349 2.59411 -8.32840 -0.356
C -0.03476 3.43926 -7.23089 -0.586
C -0.18701 2.92190 -5.95382 -0.073
H -0.22116 -0.36712 -6.69847 0.452
H 0.04841 0.54619 -8.97301 0.356
H 0.17143 2.99875 -9.32602 0.359
H 0.01220 4.51336 -7.36846 0.358
H -0.26342 3.59007 -5.10858 0.409
C 3.57658 5.04590 1.71705 -1.483
C 2.40258 4.37920 1.05224 0.742
C 2.25784 4.41569 -0.32787 -0.981
C 1.18132 3.80881 -0.96095 1.362
C 1.09162 3.83515 -2.46212 -1.928
C 0.21013 3.15689 -0.18551 1.372
C -0.97826 2.57273 -0.86910 -1.273
O -1.73619 1.80053 -0.34111 -0.407
C 0.34914 3.08477 1.21212 1.140
C -0.64191 2.37755 2.09474 -1.377
C 1.45028 3.70112 1.80076 -1.161
H 3.83382 5.97915 1.21466 0.398
H 4.46223 4.40614 1.68781 0.191
H 3.36410 5.26718 2.76320 0.381
H 3.00180 4.92726 -0.93082 0.356
H 1.97179 4.31707 -2.88802 0.284
H 0.21169 4.38303 -2.80449 0.493
H 1.00907 2.82260 -2.86652 0.249
H -1.14591 2.88709 -1.91093 0.361
H -1.64728 2.78263 1.97059 0.476
H -0.34647 2.48090 3.14081 0.285
H -0.72628 1.32374 1.83651 0.049
H 1.55349 3.66384 2.88127 0.318
```

As for the energy above the lowest of the compared OMol25 structures with the same formula, charge and spin: 70.9 kJ/mol. As for the LUMO energy: 2.0 eV. The largest force on an atom is 0.0086 Eh/bohr. The value obtained for the calculated total energy is -3104.21054 Ha. Its total charge is -1. Its HOMO-LUMO gap is 6.86 eV.